61
Properties=species:S:1:pos:R:3:forces:R:3 method="wB97M-V/def2-TZVPD" smiles="CN(C)CCOC(=O)CCCCCCCCC(=O)OCC[NH+](C)C" gap_ha=0.3321 lumo_energy_ev=-2.09 charge=+1 e_above_lowest_kcal_mol=3.5
C 0.482 2.675 -1.984 0.0 0.0 0.0
N 1.431 2.032 -1.095 0.0 -0.1 -0.1
C 1.495 2.724 0.177 -0.1 -0.1 -0.1
C 2.747 1.890 -1.696 0.1 -0.5 0.2
C 3.452 0.632 -1.179 0.1 0.7 0.2
O 2.838 -0.524 -1.741 0.1 0.0 -0.4
C 1.927 -1.188 -1.059 -0.4 -0.5 0.3
O 1.639 -0.970 0.103 0.2 0.1 -0.2
C 1.317 -2.283 -1.897 0.0 0.1 -0.2
C 0.621 -1.702 -3.136 0.0 0.1 0.1
C -0.695 -0.998 -2.791 0.0 -0.3 -0.2
C -1.858 -1.984 -2.686 -0.1 0.3 -0.1
C -3.225 -1.339 -2.444 0.1 -0.3 0.2
C -3.457 -0.866 -1.004 0.0 0.1 -0.3
C -3.109 0.603 -0.776 -0.1 -0.2 0.2
C -3.204 0.997 0.714 0.1 0.1 -0.2
C -1.968 0.556 1.427 -0.3 0.2 0.1
O -1.064 1.315 1.741 0.1 0.0 -0.1
O -1.945 -0.744 1.674 -0.3 -0.1 0.1
C -0.738 -1.405 2.077 0.5 0.0 0.1
C -0.251 -1.023 3.474 -0.6 -0.4 -0.3
N 0.550 0.225 3.468 -0.2 0.4 -0.3
C 0.494 0.917 4.762 -0.1 0.4 0.6
C 1.941 -0.007 3.057 0.7 -0.2 -0.3
H 0.379 2.085 -2.892 -0.1 0.0 -0.1
H -0.485 2.723 -1.486 -0.1 0.0 0.0
H 0.780 3.697 -2.256 0.0 0.1 0.0
H 0.521 2.664 0.660 0.0 0.1 0.1
H 2.235 2.243 0.813 0.1 0.0 0.1
H 1.769 3.783 0.063 0.1 0.0 0.0
H 3.391 2.761 -1.503 0.0 0.0 -0.1
H 2.636 1.782 -2.777 0.0 0.1 0.0
H 3.411 0.570 -0.089 0.1 0.0 -0.1
H 4.490 0.614 -1.516 -0.1 0.0 0.1
H 0.617 -2.856 -1.288 0.1 0.0 0.1
H 2.127 -2.940 -2.218 0.0 0.0 0.1
H 1.307 -1.000 -3.613 0.0 -0.1 -0.1
H 0.426 -2.508 -3.844 0.0 0.0 -0.1
H -0.929 -0.275 -3.575 0.0 0.1 0.0
H -0.563 -0.449 -1.857 0.0 0.2 0.1
H -1.663 -2.710 -1.893 0.0 -0.1 0.0
H -1.910 -2.538 -3.626 0.1 -0.1 0.0
H -3.984 -2.085 -2.683 0.0 0.1 -0.1
H -3.364 -0.505 -3.135 -0.1 0.0 -0.1
H -4.511 -1.001 -0.750 0.0 0.0 0.1
H -2.880 -1.496 -0.327 -0.1 -0.1 0.0
H -3.809 1.227 -1.332 0.1 0.0 0.0
H -2.107 0.826 -1.144 0.0 0.1 -0.1
H -4.078 0.518 1.155 0.0 0.0 0.1
H -3.285 2.080 0.812 0.0 -0.1 0.1
H -1.011 -2.462 2.067 0.1 0.1 0.0
H 0.039 -1.229 1.322 -0.2 -0.1 0.1
H 0.356 -1.835 3.879 0.0 0.1 0.0
H -1.119 -0.884 4.123 0.1 0.0 0.0
H 0.067 0.833 2.723 0.2 -0.4 0.5
H 1.068 1.840 4.712 0.0 0.0 -0.1
H -0.535 1.168 5.014 0.0 -0.1 -0.1
H 0.911 0.285 5.546 0.0 -0.1 -0.1
H 2.474 0.941 3.041 -0.1 0.0 0.0
H 1.973 -0.442 2.060 -0.1 0.1 0.1
H 2.434 -0.675 3.763 -0.1 0.0 0.1


70
Properties=species:S:1:pos:R:3:forces:R:3 method="wB97M-V/def2-TZVPD" smiles=NC[C@@H]1O[C@H](O[C@@H]2[C@@H](O)[C@H](O[C@H]3O[C@@H](CO)[C@H](O)[C@H](N)[C@@H]3O)[C@H](N)C[C@@H]2[NH3+])[C@H](O)[C@@H](O)[C@H]1O gap_ha=0.3497 lumo_energy_ev=-2.09 charge=+1 e_above_lowest_kcal_mol=21.0
N 4.124 2.648 -0.361 0.5 0.3 0.0
C 4.414 1.800 -1.528 0.1 -0.4 -0.1
C 4.421 0.296 -1.211 0.4 0.4 0.1
O 3.075 -0.213 -1.213 0.1 -0.1 -0.1
C 2.844 -1.381 -0.457 -0.1 -0.7 -0.2
O 2.537 -1.107 0.895 0.0 0.0 -0.1
C 1.315 -0.485 1.276 -0.2 0.2 0.0
C 0.101 -0.767 0.365 0.0 0.2 0.4
O -0.072 -2.133 0.138 0.0 -0.4 0.0
C -1.143 -0.121 1.013 0.2 0.2 -0.2
O -2.252 -0.448 0.202 0.0 0.0 -0.2
C -3.498 -0.657 0.860 -0.1 -0.6 0.5
O -4.180 0.531 1.074 -0.1 0.0 0.0
C -4.963 1.100 0.016 -0.2 0.4 -0.5
C -4.120 1.989 -0.910 -0.2 0.1 0.5
O -3.162 1.317 -1.693 0.3 -0.4 -0.3
C -5.825 0.059 -0.719 0.6 0.1 -0.2
O -6.917 -0.331 0.068 -0.3 -0.1 0.4
C -5.003 -1.176 -1.150 -0.1 0.1 0.4
N -5.853 -2.238 -1.669 -0.1 0.0 -0.1
C -4.260 -1.739 0.080 0.6 0.3 -0.6
O -5.151 -2.335 0.991 -0.3 0.0 0.3
C -0.979 1.399 1.230 -0.2 -0.2 0.5
N -0.798 2.129 -0.035 -0.6 0.0 -0.2
C 0.259 1.651 2.103 -0.1 -0.1 -0.2
C 1.502 1.035 1.460 0.1 -0.4 0.5
N 1.739 1.667 0.146 0.0 0.0 -0.3
C 4.077 -2.301 -0.422 -0.1 0.7 0.0
O 3.795 -3.494 0.238 -0.1 -0.4 0.1
C 5.299 -1.564 0.188 -0.5 0.1 0.3
O 6.473 -1.837 -0.539 0.2 0.0 -0.2
C 5.105 -0.037 0.129 -0.3 -0.4 -0.2
O 6.308 0.652 0.280 0.4 0.2 -0.1
H 4.203 3.621 -0.645 0.1 0.0 0.1
H 4.851 2.488 0.333 0.0 0.2 0.0
H 3.656 1.986 -2.292 0.1 0.0 0.0
H 5.395 2.037 -1.954 -0.1 0.0 0.0
H 4.973 -0.204 -2.017 -0.1 0.1 0.0
H 2.009 -1.899 -0.943 0.1 0.1 0.2
H 1.111 -0.924 2.263 -0.1 0.1 -0.1
H 0.239 -0.341 -0.634 0.0 0.1 0.0
H -0.363 -2.582 0.941 0.0 0.0 0.0
H -1.289 -0.576 2.006 0.0 0.0 -0.1
H -3.312 -1.050 1.871 0.1 0.1 -0.2
H -5.651 1.765 0.552 0.1 -0.1 -0.2
H -3.625 2.743 -0.277 -0.1 0.0 0.0
H -4.784 2.511 -1.603 0.0 0.0 0.1
H -2.843 0.545 -1.193 0.0 0.2 -0.1
H -6.258 0.538 -1.605 0.1 0.0 0.1
H -6.580 -0.791 0.854 -0.1 0.0 -0.1
H -4.266 -0.894 -1.904 -0.1 0.0 0.0
H -5.958 -2.165 -2.673 0.0 -0.1 0.0
H -6.782 -2.145 -1.264 0.1 0.0 -0.1
H -3.517 -2.475 -0.263 -0.1 0.1 0.1
H -5.651 -2.999 0.495 0.1 0.0 0.0
H -1.881 1.735 1.761 0.2 0.0 -0.1
H -1.066 3.100 0.090 -0.1 -0.1 0.0
H -1.389 1.753 -0.776 -0.1 0.2 0.0
H 0.107 1.229 3.095 0.0 0.0 0.1
H 0.407 2.725 2.219 0.0 0.0 0.1
H 2.374 1.190 2.104 0.0 0.0 -0.1
H 2.058 0.937 -0.528 -0.2 0.4 0.2
H 2.587 2.324 0.114 -0.4 -0.2 0.1
H 0.778 2.042 -0.166 0.5 -0.1 -0.1
H 4.320 -2.576 -1.455 0.0 0.2 0.1
H 3.404 -3.293 1.098 0.0 0.0 0.0
H 5.416 -1.877 1.235 -0.1 0.0 -0.2
H 6.659 -2.781 -0.499 0.1 0.0 0.0
H 4.454 0.274 0.953 0.1 -0.1 -0.2
H 7.004 0.120 -0.136 0.0 0.0 0.1